Entry 1:
9
Properties=species:S:1:pos:R:3:forces:R:3:nbo_charge:R:1 method="wB97M-V/def2-TZVPD" largest_force_ha_per_bohr=0.0870 lumo_ev=-1.031 molar_mass_g_mol=84.14 relative_energy_ev=2.645 e_homo_ev=-8.851
C -1.556 -0.311 0.488 -2.4 0.0 -0.3 -0.667
C -0.170 -0.056 0.109 1.9 -1.1 3.9 -0.120
C -0.095 0.544 -1.095 0.9 0.2 -0.9 -0.096
C -0.175 0.834 -2.237 0.1 0.7 -1.0 -0.104
H -1.726 -1.358 0.769 0.1 0.4 0.5 0.249
H -1.882 0.437 1.241 0.2 -0.8 0.0 0.252
H -2.220 -0.118 -0.386 0.4 -0.2 0.6 0.223
H -0.123 1.218 -3.191 0.0 0.4 -1.5 0.228
S 1.120 -0.390 1.124 -1.2 0.3 -1.3 0.034

=====

Entry 2:
10
Properties=species:S:1:pos:R:3:forces:R:3:nbo_charge:R:1 method="wB97M-V/def2-TZVPD" largest_force_ha_per_bohr=0.0825 lumo_ev=-1.487 molar_mass_g_mol=116.21 relative_energy_ev=2.523 e_homo_ev=-8.953
C -0.111 1.359 0.040 -2.5 1.8 -1.0 -0.182
C 0.045 0.067 -0.115 0.1 -0.7 0.3 -0.298
C 1.317 -0.617 -0.006 0.1 -3.5 2.3 -0.312
C -1.157 -0.730 -0.111 -1.4 -0.8 0.2 -0.235
H 0.702 2.039 -0.134 0.1 0.4 0.6 0.219
H -1.281 1.612 0.082 2.9 0.3 0.1 0.231
H 1.264 -1.748 0.537 -0.4 2.8 -1.8 0.204
H -0.886 -1.808 -0.090 -0.9 0.4 -0.1 0.207
S 2.795 -0.064 -0.116 1.0 0.7 -0.5 0.116
S -2.688 -0.110 -0.089 1.0 -1.4 -0.1 0.050

=====

Entry 3:
10
Properties=species:S:1:pos:R:3:forces:R:3:nbo_charge:R:1 method="wB97M-V/def2-TZVPD" largest_force_ha_per_bohr=0.0922 lumo_ev=-0.536 molar_mass_g_mol=116.21 relative_energy_ev=3.788 e_homo_ev=-8.393
C 2.571 1.432 0.251 2.2 -0.7 0.0 -0.239
C -1.561 -1.705 0.480 2.2 -0.1 -0.4 -0.448
C -0.795 -0.718 -0.118 0.2 -1.4 1.5 -0.455
C 1.641 2.057 -0.097 -4.2 2.1 -0.2 -0.234
S -3.126 -1.680 -0.216 0.5 1.9 -1.7 0.194
S -1.925 -0.135 -1.241 -2.1 0.3 -0.5 0.215
H 3.572 1.152 0.292 0.9 -0.8 0.4 0.230
H -1.317 -2.681 0.852 0.7 0.2 1.1 0.225
H 0.259 -0.313 -0.031 -1.5 -0.9 0.0 0.265
H 0.681 2.590 -0.171 1.1 -0.6 -0.2 0.246

=====

Entry 4:
104
Properties=species:S:1:pos:R:3:forces:R:3:mulliken_charge:R:1 method="wB97M-V/def2-TZVPD" largest_force_ha_per_bohr=0.0173 lumo_ev=-0.789 molar_mass_g_mol=882.73 e_homo_ev=-10.131
O -1.776 1.638 -5.927 -0.5 -0.2 -0.1 -0.307
N -1.620 1.396 -4.816 0.8 0.3 0.0 0.323
O -2.464 0.303 -4.336 -0.1 -0.3 -0.1 -0.216
B -1.677 -0.697 -3.777 -0.4 0.4 -0.1 0.379
O -0.514 -1.064 -4.421 -0.2 -0.4 -0.1 -0.675
B -0.025 -2.314 -4.047 0.2 0.0 -0.3 0.476
O -0.092 -2.650 -2.727 0.0 0.2 -0.2 -0.643
B -0.857 -1.759 -1.989 -0.5 -0.2 0.6 0.761
C -0.414 -1.170 -0.631 -0.1 -0.8 0.2 -0.534
C 0.512 -2.091 0.183 -0.3 0.3 -0.1 -1.279
C 1.611 -1.378 0.939 0.2 -0.6 0.0 1.073
F 1.075 -0.438 1.771 0.1 0.3 0.0 -0.351
Br 2.520 -2.694 2.065 0.0 0.2 -0.2 -0.108
C 2.641 -0.682 0.012 0.1 0.5 0.2 0.250
F 2.887 -1.515 -1.037 0.1 0.1 0.0 -0.208
F 2.080 0.446 -0.506 0.1 -0.4 0.0 -0.172
Br 4.307 -0.164 0.821 -0.2 -0.1 0.0 -0.026
O -2.042 -1.289 -2.597 0.7 0.3 -0.1 -0.038
H 0.405 -3.031 -4.886 0.2 0.0 0.1 -0.130
H -1.309 -0.938 -0.058 0.0 0.3 0.1 0.368
H 0.027 -0.206 -0.885 0.0 0.1 0.0 0.064
H 0.938 -2.887 -0.415 0.2 0.0 -0.1 0.475
H -0.089 -2.589 0.935 0.0 0.0 0.2 0.579
O -0.293 -4.092 3.557 -0.2 -0.4 -0.1 -0.531
H -0.358 -5.047 3.670 0.2 0.0 0.2 0.301
H -0.594 -3.721 4.400 -0.2 0.3 -0.2 0.289
O -4.549 3.392 -5.217 -0.2 0.1 0.0 -0.539
H -4.328 4.006 -5.932 0.0 0.0 0.0 0.366
H -3.778 2.825 -5.161 0.0 -0.2 -0.1 0.225
O -3.679 5.912 -5.894 -0.2 0.1 0.1 -0.618
H -3.423 6.840 -5.880 0.1 0.1 -0.1 0.258
H -4.021 5.750 -5.008 0.0 0.0 0.0 0.309
O -6.712 4.513 -2.926 0.1 0.0 -0.1 -0.700
H -6.558 3.631 -2.564 0.0 0.0 0.1 0.364
H -6.433 4.443 -3.847 0.1 0.0 0.0 0.284
O -7.436 2.812 -0.619 0.0 0.0 -0.1 -0.683
H -8.355 2.536 -0.722 0.0 0.0 0.1 0.360
H -7.471 3.772 -0.689 0.0 0.0 0.1 0.313
O 3.792 -4.577 3.993 -0.1 -0.1 -0.1 -0.439
H 4.285 -4.828 4.791 0.1 0.0 -0.1 0.236
H 2.923 -4.969 4.117 -0.1 0.0 0.0 0.245
O 4.514 -3.212 6.373 -0.1 0.2 0.0 -0.625
H 4.811 -2.728 5.595 0.0 0.0 0.0 0.295
H 4.962 -2.799 7.122 -0.1 0.0 0.1 0.296
O 6.114 -5.872 4.841 0.1 0.0 0.0 -0.621
H 6.394 -5.462 4.012 -0.1 -0.2 -0.2 0.325
H 6.838 -6.458 5.084 0.0 0.1 0.3 0.269
O -5.715 7.175 -2.480 0.2 0.0 0.1 -0.703
H -4.760 7.065 -2.523 0.0 0.0 -0.1 0.324
H -6.062 6.268 -2.451 -0.1 0.0 0.0 0.403
O 2.440 -0.640 5.119 -0.2 -0.1 0.1 -0.609
H 2.687 -1.526 5.411 0.1 0.0 0.0 0.348
H 1.878 -0.796 4.353 0.1 0.0 -0.1 0.273
O -3.204 -4.405 2.121 0.0 -0.1 0.0 -0.599
H -3.346 -5.217 1.627 0.0 0.0 -0.1 0.313
H -2.358 -4.523 2.566 0.0 0.2 0.1 0.313
O -1.511 -1.822 4.995 0.2 -0.2 0.0 -0.659
H -1.235 -1.334 4.212 -0.1 0.0 0.0 0.323
H -1.011 -1.424 5.715 0.0 0.1 0.0 0.325
O 6.846 -0.458 2.413 0.0 0.0 0.0 -0.546
H 7.658 0.036 2.561 0.0 0.0 0.0 0.275
H 6.964 -1.280 2.897 0.0 -0.1 0.0 0.276
O -0.630 1.943 -1.073 0.1 0.2 -0.2 -0.547
H -0.299 2.457 -1.821 0.0 0.0 0.0 0.330
H -0.169 2.309 -0.311 0.0 0.0 0.1 0.227
O 5.923 -5.281 1.941 -0.1 0.1 -0.1 -0.621
H 4.998 -5.170 2.204 0.0 0.1 0.2 0.333
H 5.899 -5.915 1.219 0.1 0.0 0.0 0.287
O -2.356 3.616 -2.680 0.0 0.0 0.1 -0.610
H -2.358 3.059 -1.885 0.1 0.0 0.0 0.325
H -2.827 3.083 -3.323 -0.3 0.0 0.0 0.229
O 2.720 0.389 -3.588 -0.1 0.0 -0.2 -0.597
H 2.754 -0.156 -2.796 0.1 0.1 0.0 0.229
H 2.273 -0.158 -4.241 0.0 0.0 0.0 0.301
O 6.425 -1.667 -1.381 0.1 -0.1 -0.1 -0.635
H 5.472 -1.610 -1.486 -0.1 0.1 0.0 0.295
H 6.551 -2.340 -0.706 0.0 0.0 0.1 0.319
O -2.164 8.617 -4.831 -0.1 -0.1 0.0 -0.574
H -1.957 9.288 -5.488 0.0 0.0 -0.1 0.283
H -1.662 8.880 -4.054 0.0 -0.1 0.1 0.304
O -0.005 -5.079 0.542 -0.1 -0.2 0.0 -0.579
H -0.075 -6.036 0.605 0.0 0.0 0.0 0.260
H -0.323 -4.741 1.387 0.1 0.1 0.0 0.246
O -4.715 8.721 -0.188 0.0 0.0 -0.1 -0.657
H -4.680 8.027 0.474 0.0 0.0 0.0 0.298
H -5.206 8.327 -0.926 -0.1 0.0 0.1 0.390
O -0.929 5.430 -4.732 0.2 0.0 0.1 -0.603
H -1.554 6.158 -4.672 0.0 0.0 -0.1 0.276
H -1.333 4.725 -4.213 0.1 0.0 0.2 0.392
O 3.252 2.394 -6.034 0.0 0.0 0.0 -0.627
H 3.280 1.845 -5.243 0.0 0.0 0.1 0.360
H 2.803 1.860 -6.693 0.0 0.0 0.0 0.285
O 4.432 -2.381 9.406 0.1 0.0 -0.1 -0.612
H 4.910 -2.579 10.216 0.0 0.0 0.0 0.304
H 3.565 -2.778 9.528 0.0 0.0 -0.1 0.316
O -3.538 0.963 -0.914 -0.1 0.0 -0.1 -0.575
H -4.463 1.085 -0.681 -0.1 0.0 0.0 0.264
H -3.549 0.336 -1.648 0.1 0.0 0.1 0.288
O -9.605 1.159 0.780 0.1 0.0 -0.1 -0.654
H -9.805 1.448 1.675 -0.1 0.0 0.0 0.320
H -8.670 0.932 0.809 0.0 0.0 0.0 0.326
O 8.287 -6.463 6.871 0.1 -0.1 -0.1 -0.588
H 8.080 -5.974 7.672 -0.1 0.1 0.0 0.297
H 9.202 -6.738 6.976 0.0 0.0 0.0 0.300

=====

Entry 5:
14
Properties=species:S:1:pos:R:3:forces:R:3:nbo_charge:R:1 method="wB97M-V/def2-TZVPD" largest_force_ha_per_bohr=0.0926 multiplicity=3 lumo_ev="0.337 / -2.916" s2=2.02 molar_mass_g_mol=224.95 relative_energy_ev=0.000 e_homo_ev="-4.991 / -9.002"
O 2.407 -0.288 0.997 -1.7 1.0 -0.1 -0.501
C 1.706 -0.328 0.059 2.8 -2.6 -2.1 1.036
O 1.415 -0.691 -1.043 0.2 0.9 2.2 -0.578
O -0.279 0.635 0.341 -2.0 -1.1 4.2 -0.653
C -1.108 -0.087 1.108 3.2 2.3 -0.5 0.143
C -1.798 -1.104 0.567 -0.6 -1.8 -2.6 0.142
O -1.749 -1.223 -0.815 -0.9 -0.7 2.7 -0.499
C -1.894 -2.538 -1.342 -0.2 -0.8 -0.1 -0.264
Ag -0.653 0.460 -1.675 -0.2 1.8 -3.5 0.163
H -1.034 0.016 2.195 -0.4 0.3 -0.3 0.191
H -2.303 -1.897 1.117 0.0 0.2 -0.1 0.204
H -1.868 -2.446 -2.432 0.0 0.1 0.3 0.231
H -1.070 -3.181 -1.003 -0.2 0.2 -0.1 0.195
H -2.854 -2.958 -1.012 0.2 0.1 -0.2 0.191

=====

Entry 6:
15
Properties=species:S:1:pos:R:3:forces:R:3:nbo_charge:R:1 method="wB97M-V/def2-TZVPD" largest_force_ha_per_bohr=0.1143 multiplicity=4 lumo_ev="-5.050 / -8.920" s2=3.76 molar_mass_g_mol=330.05 charge=+1 e_homo_ev="-12.162 / -15.494"
O 0.784 -0.579 -1.270 1.3 -4.3 1.4 -0.723
O -0.127 1.961 -0.034 -0.4 1.6 2.2 -0.539
C -0.693 1.368 0.866 -0.5 -0.9 0.8 0.484
C -1.337 0.021 0.750 0.1 -0.2 0.4 -0.209
O -1.407 -0.513 -0.531 0.3 0.2 -0.2 -0.509
C -0.308 -1.331 -0.943 -1.7 -1.3 0.3 0.192
Au 0.515 1.206 -1.766 0.0 3.9 -4.4 1.107
H -0.709 1.805 1.883 -0.1 0.2 -0.4 0.210
H -2.354 0.123 1.163 0.2 0.0 -0.1 0.274
H -0.790 -0.640 1.454 -0.1 0.1 0.0 0.243
H -0.702 -1.884 -1.813 0.2 0.2 0.3 0.207
H -0.062 -2.032 -0.121 0.2 0.2 -0.4 0.184
O 2.460 1.035 -0.643 -0.1 0.0 -0.8 -0.562
C 2.310 0.052 0.017 1.3 -0.1 3.4 1.056
O 2.420 -0.594 0.988 -0.7 0.3 -2.4 -0.415

=====

Entry 7:
20
Properties=species:S:1:pos:R:3:forces:R:3:nbo_charge:R:1 method="wB97M-V/def2-TZVPD" largest_force_ha_per_bohr=0.0688 lumo_ev=-10.764 molar_mass_g_mol=347.59 charge=+1 relative_energy_ev=7.218 e_homo_ev=-13.227
Sn -0.476 -3.600 5.214 0.1 -0.3 -0.5 1.626
B 0.374 -7.363 0.614 -1.0 -0.9 -1.1 1.316
F 0.108 -8.573 1.257 -0.5 -0.4 -0.2 -0.481
F 0.888 -7.529 -0.670 -0.4 -0.2 0.1 -0.479
F -0.809 -6.570 0.592 0.0 -0.1 0.1 -0.491
F 1.291 -6.731 1.361 1.8 1.8 1.6 -0.492
C 0.127 5.173 -0.229 0.1 -0.7 -0.3 -0.633
C -0.630 3.883 0.117 -1.0 0.7 0.3 -0.078
O -0.269 2.844 -0.808 1.5 -1.5 0.2 -0.477
C -0.065 1.569 -0.426 -3.1 -0.2 1.7 0.709
O -0.354 1.079 0.682 1.5 1.3 -2.9 -0.592
C 0.191 0.658 -1.701 0.5 -0.1 1.4 0.910
F 1.347 -0.006 -1.400 -1.0 -0.1 -0.6 -0.320
F -0.836 -0.194 -1.909 0.9 0.3 0.7 -0.303
F 0.344 1.329 -2.813 0.4 0.4 -0.3 -0.284
H 1.180 5.038 0.020 0.0 0.1 0.1 0.216
H -0.253 6.073 0.256 -0.1 -0.3 0.3 0.231
H 0.095 5.371 -1.301 -0.2 -0.1 0.0 0.228
H -1.709 3.953 -0.022 -0.1 0.5 -0.1 0.193
H -0.544 3.597 1.166 0.6 -0.3 -0.1 0.199

=====

Entry 8:
16
Properties=species:S:1:pos:R:3:forces:R:3:nbo_charge:R:1 method="wB97M-V/def2-TZVPD" largest_force_ha_per_bohr=0.0834 lumo_ev=5.796 molar_mass_g_mol=159.89 charge=-2 relative_energy_ev=1.723 e_homo_ev=-0.843
B 0.443 -0.919 1.143 0.3 1.1 0.8 1.070
C 1.265 1.324 -1.372 2.3 0.5 -1.3 0.695
C -2.098 -0.867 -0.065 2.7 0.5 -0.9 0.765
C -0.084 1.442 -0.767 -2.6 -2.6 2.2 -0.515
C -0.509 -0.609 -0.147 1.1 1.8 -0.6 -0.578
O 1.386 1.515 -2.603 -1.1 0.2 -0.5 -0.770
O -2.710 -0.196 0.756 -1.1 0.6 1.0 -0.784
O 2.327 1.039 -0.713 -1.3 -0.1 1.7 -0.797
O -2.473 -1.693 -0.911 -0.8 -0.7 -0.3 -0.796
O 1.627 -0.258 1.443 -1.4 0.6 -2.1 -0.986
O -0.002 -1.820 2.119 -0.6 -0.7 0.4 -0.936
H -0.869 1.419 -1.561 0.6 0.5 0.9 0.215
H -0.345 2.062 0.199 0.9 -1.2 -2.1 0.213
H -0.099 -0.989 -1.112 -0.3 0.1 0.8 0.212
H 1.734 0.408 0.585 1.2 -1.0 1.2 0.520
H 0.408 -1.858 3.005 0.1 0.5 -1.2 0.472

=====

Entry 9:
10
Properties=species:S:1:pos:R:3:forces:R:3:nbo_charge:R:1 method="wB97M-V/def2-TZVPD" largest_force_ha_per_bohr=0.1035 lumo_ev=0.801 molar_mass_g_mol=132.99 relative_energy_ev=1.026 e_homo_ev=-9.735
C 0.019 -0.232 1.122 -0.7 0.0 2.5 -0.143
C -0.993 -0.607 0.318 3.8 1.1 -0.2 -0.226
C 0.849 0.594 0.246 -0.4 -3.1 -4.3 -0.423
C -0.319 0.055 -0.873 -1.1 1.0 -0.5 -0.220
Br 0.449 -1.087 -2.379 -0.4 0.5 1.0 -0.074
H 0.190 -0.198 2.214 -0.5 -0.6 -0.5 0.201
H -1.932 -1.024 0.463 -1.3 -1.0 0.1 0.220
H 1.016 1.579 0.486 -0.5 2.6 0.5 0.217
H 1.836 0.279 -0.152 -0.5 -0.5 0.6 0.220
H -1.115 0.641 -1.445 1.8 0.0 0.7 0.228

=====

Entry 10:
12
Properties=species:S:1:pos:R:3:forces:R:3:nbo_charge:R:1 method="wB97M-V/def2-TZVPD" largest_force_ha_per_bohr=0.0709 lumo_ev=0.500 molar_mass_g_mol=226.90 relative_energy_ev=0.726 e_homo_ev=-8.737
C 0.134 -0.230 0.320 -0.5 1.3 -2.2 0.140
C 0.749 0.241 1.379 0.4 -0.1 1.8 -0.350
C -2.197 -0.196 0.839 1.9 0.2 0.3 0.064
C 0.716 -0.276 -1.072 0.3 -1.4 2.2 -0.641
N -1.128 -0.678 0.411 -2.9 -2.2 0.3 -0.415
Br 2.571 0.735 1.346 0.0 0.1 0.4 0.050
Br -3.727 -1.225 1.278 0.1 0.1 -0.4 0.060
H 0.272 0.145 2.367 0.5 0.3 -0.5 0.227
H -2.209 0.835 1.169 -0.6 0.4 0.1 0.178
H 0.938 -1.328 -1.264 -0.5 0.1 -0.7 0.233
H 1.635 0.146 -0.841 2.0 0.9 -0.6 0.225
H 0.242 0.309 -1.811 -0.9 0.2 -0.8 0.229

=====

Entry 11:
13
Properties=species:S:1:pos:R:3:forces:R:3:nbo_charge:R:1 method="wB97M-V/def2-TZVPD" largest_force_ha_per_bohr=0.0728 lumo_ev=0.129 molar_mass_g_mol=258.97 relative_energy_ev=1.024 e_homo_ev=-9.349
S -0.140 3.350 -2.099 -0.1 0.5 -0.4 0.000
Br -0.244 -0.310 3.282 0.1 -1.2 -0.6 0.011
Br -1.538 1.275 0.855 1.5 -0.3 -1.2 -0.007
C 0.048 1.798 -2.076 0.0 0.6 0.8 0.250
N 0.257 0.641 -1.978 0.0 -3.4 0.9 -0.468
C -0.132 -1.096 1.446 3.6 1.2 0.1 -0.448
C 0.169 -0.470 -0.971 -0.4 0.3 0.3 -0.243
C 0.118 0.115 0.482 -1.5 -1.8 -0.4 -0.226
H -0.938 -1.714 1.109 -0.8 -0.1 0.4 0.224
H 0.847 -1.711 1.444 -1.6 0.8 0.2 0.227
H -0.616 -1.264 -1.138 0.0 1.6 -0.3 0.223
H 1.047 -1.161 -0.955 0.0 1.1 -0.5 0.223
H 1.122 0.547 0.597 -0.9 0.7 0.7 0.235

=====

Entry 12:
13
Properties=species:S:1:pos:R:3:forces:R:3:nbo_charge:R:1 method="wB97M-V/def2-TZVPD" largest_force_ha_per_bohr=0.0603 lumo_ev=0.063 molar_mass_g_mol=308.79 relative_energy_ev=3.523 e_homo_ev=-9.541
C -0.085 -1.941 -0.678 -0.9 -1.5 2.3 -0.123
C -0.380 -0.621 -1.216 -2.4 1.9 0.5 0.293
C 0.187 -2.297 0.776 1.5 -0.6 2.5 -0.667
C -0.254 3.093 0.031 -0.3 0.8 -0.2 -0.487
O 0.767 -1.055 -1.416 2.7 -0.9 -0.8 -0.382
Br 1.342 2.519 0.884 0.3 0.2 0.5 0.099
Br 0.035 3.137 -1.861 -0.2 -0.1 -0.1 0.105
Br -0.970 4.855 0.603 0.5 -0.8 0.0 0.056
H -0.524 -2.781 -1.166 0.1 -0.3 -1.1 0.191
H -0.994 2.362 0.299 -0.3 -0.1 -0.2 0.224
H 0.932 -1.596 1.314 -1.0 -0.9 -1.2 0.232
H 0.646 -3.385 0.927 -0.9 2.3 -0.7 0.224
H -0.703 -2.290 1.502 0.8 0.1 -1.6 0.236